Record 1
# C5H8

An isolated molecule of C5H8 (the ωB97M-V functional and the def2-TZVPD basis, the OMol25 dataset).

```
! RIJCOSX wB97M-V def2-TZVPD def2/J DEFGRID3
* xyz 0 1
C 2.13 -0.71 0.41
C 1.08 -0.18 0.66
C -0.30 0.24 0.46
C -0.33 1.57 -0.37
C -0.81 -1.15 -0.12
H 2.84 -1.40 0.03
H -0.89 0.40 1.37
H 0.64 2.07 -0.30
H -0.54 1.40 -1.42
H -1.07 2.29 0.01
H -1.06 -1.81 0.72
H -0.04 -1.70 -0.68
H -1.67 -1.03 -0.76
*
```

The relative energy (zero: lowest compared OMol25 entry of this formula, charge and spin) comes out at 2.101 eV. For the strongest force on any atom, the calculation gives 0.017 Eh/bohr. The HOMO energy is -9.620 eV. Its SMILES is C#CC(C)C.

=====

Record 2
# C36H25F10IrN3O2P

A structure of composition C36H25F10IrN3O2P (the ωB97M-V functional and the def2-TZVPD basis, the OMol25 dataset).

```
! RIJCOSX wB97M-V def2-TZVPD def2/J DEFGRID3
* xyz 0 1
Ir 0.81 -1.38 -0.01
C 3.56 0.16 -0.12
N 2.94 -1.17 0.00
C 3.29 -2.02 -1.16
C 2.60 -1.51 -2.40
N 1.16 -1.37 -2.15
C 0.44 -1.17 -3.31
C -0.96 -1.30 -3.36
F -1.63 -1.62 -2.25
C -1.73 -1.11 -4.48
F -3.06 -1.25 -4.39
C -1.16 -0.78 -5.69
F -1.90 -0.58 -6.79
C 0.21 -0.62 -5.71
F 0.82 -0.25 -6.84
C 0.97 -0.80 -4.57
F 2.28 -0.48 -4.75
C 3.38 -1.85 1.25
C 2.52 -1.41 2.41
N 1.13 -1.66 2.04
C 0.19 -1.58 3.06
C -0.84 -2.53 3.13
F -0.82 -3.60 2.33
C -1.87 -2.46 4.04
F -2.84 -3.38 4.02
C -1.90 -1.47 5.00
F -2.90 -1.38 5.87
C -0.84 -0.58 5.05
F -0.81 0.38 5.98
C 0.17 -0.65 4.11
F 1.16 0.26 4.26
H 4.64 0.05 -0.25
H 3.36 0.74 0.77
H 3.14 0.69 -0.98
H 2.94 -3.03 -0.94
H 4.38 -2.06 -1.29
H 2.79 -2.25 -3.19
H 3.08 -0.59 -2.72
H 4.45 -1.68 1.41
H 3.23 -2.92 1.09
H 2.78 -0.38 2.67
H 2.79 -2.01 3.29
O -3.00 -3.01 -0.20
C -2.16 -2.23 0.17
O -0.88 -2.46 0.10
C -2.57 -0.98 0.95
C -3.75 -1.12 1.67
C -4.20 -0.11 2.51
C -3.48 1.07 2.61
C -2.32 1.23 1.87
C -1.85 0.22 1.03
P -0.32 0.50 0.08
C 0.43 1.99 0.82
C -0.01 3.27 0.45
C 0.54 4.39 1.04
C 1.54 4.26 2.01
C 1.98 3.00 2.38
C 1.42 1.88 1.78
C -0.85 1.21 -1.51
C 0.11 1.70 -2.39
C -0.26 2.32 -3.57
C -1.61 2.46 -3.87
C -2.58 1.99 -3.00
C -2.20 1.36 -1.82
H -4.29 -2.05 1.58
H -5.10 -0.25 3.09
H -3.81 1.86 3.26
H -1.78 2.16 1.96
H -0.77 3.39 -0.30
H 0.20 5.38 0.75
H 1.97 5.14 2.47
H 2.74 2.89 3.14
H 1.73 0.89 2.08
H 1.17 1.59 -2.15
H 0.49 2.68 -4.25
H -1.90 2.93 -4.80
H -3.63 2.09 -3.24
H -2.96 0.99 -1.14
*
```

For the strongest force on any atom, the calculation gives 0.014 Eh/bohr. The HOMO energy is -7.180 eV.

=====

Record 3
# C3H6N4

An isolated molecule of C3H6N4 (the ωB97M-V functional and the def2-TZVPD basis, the OMol25 dataset).

```
! RIJCOSX wB97M-V def2-TZVPD def2/J DEFGRID3
* xyz 0 1
C 2.18 -0.93 -0.95
C -1.76 1.05 -0.51
C 0.96 -0.66 -0.53
N 0.67 -0.48 0.78
N -0.60 0.24 2.46
N -1.51 0.10 0.24
N -0.47 0.02 1.23
H 2.47 -1.16 -1.94
H 3.14 -1.10 -0.31
H -2.57 1.08 -1.16
H -1.29 1.93 -0.55
H 0.28 -0.69 -1.41
H -1.51 0.58 2.65
*
```

The relative energy (zero: lowest compared OMol25 entry of this formula, charge and spin) comes out at 6.152 eV. For the strongest force on any atom, the calculation gives 0.093 Eh/bohr. The HOMO energy (spin up / spin down) is -7.955 / -7.956 eV.

=====

Record 4
# C5H8N

A cluster of 2 separate species, C5H8N in total (the ωB97M-V functional and the def2-TZVPD basis, the OMol25 dataset).

```
! RIJCOSX wB97M-V def2-TZVPD def2/J DEFGRID3
* xyz 1 1
C -0.80 -1.24 -0.13
C -2.05 0.61 0.05
C 0.04 0.83 -0.10
C -1.02 0.00 -0.80
C 2.09 0.08 -0.01
N -0.95 0.04 0.68
H -1.58 -1.96 0.03
H 0.18 -1.74 -0.27
H -2.20 1.61 0.15
H -2.88 -0.09 0.16
H -0.16 1.93 -0.08
H 1.99 0.00 0.94
H 2.83 0.79 -0.30
H 2.20 -0.81 -0.52
*
```

The relative energy (zero: lowest compared OMol25 entry of this formula, charge and spin) comes out at 7.343 eV. For the strongest force on any atom, the calculation gives 0.122 Eh/bohr. The HOMO energy is -15.512 eV.

=====

Record 5
# C26H46O5P

A cluster of 2 separate species, C26H46O5P in total (the ωB97M-V functional and the def2-TZVPD basis, the OMol25 dataset).

```
! RIJCOSX wB97M-V def2-TZVPD def2/J DEFGRID3
* xyz 1 1
C 4.86 0.91 -0.68
C 4.43 0.39 0.52
C 4.16 -1.12 0.60
C 4.17 -1.65 1.98
C 5.13 -2.31 2.61
C 6.49 -2.69 2.18
C 7.57 -2.13 3.13
O 7.03 -1.20 4.07
C 6.91 0.06 3.60
O 6.41 0.92 4.28
C 4.57 -2.65 3.97
O 4.93 -3.53 4.68
O 3.51 -1.78 4.19
C 3.02 -1.52 2.94
O 1.88 -1.23 2.68
H 4.21 0.90 -1.55
H 5.86 1.30 -0.83
H 4.27 1.06 1.36
H 4.91 -1.59 -0.01
H 3.18 -1.34 0.14
H 6.67 -2.30 1.18
H 6.59 -3.77 2.09
H 8.37 -1.65 2.57
H 7.96 -2.95 3.72
H 7.27 0.31 2.59
C 0.74 3.03 -1.98
C -0.50 2.63 -2.78
C -1.81 3.06 -2.11
C -2.23 2.22 -0.89
P -3.05 0.65 -1.19
C -4.38 0.95 -2.39
C -5.37 2.10 -2.17
C -6.46 1.93 -1.12
C -7.24 0.62 -1.21
C -3.86 0.09 0.31
C -3.08 -0.16 1.61
C -2.32 -1.48 1.74
C -3.07 -2.71 1.24
C -2.08 -0.60 -2.05
C -0.90 -1.37 -1.44
C 0.21 -0.53 -0.77
C 1.46 -0.39 -1.64
H 0.74 2.61 -0.97
H 1.64 2.67 -2.49
H 0.82 4.11 -1.90
H -0.49 1.55 -2.96
H -0.44 3.10 -3.76
H -2.60 3.05 -2.85
H -1.71 4.10 -1.79
H -2.97 2.81 -0.33
H -1.40 2.10 -0.19
H -4.91 0.01 -2.54
H -3.86 1.14 -3.34
H -5.86 2.27 -3.13
H -4.82 3.03 -1.95
H -7.16 2.75 -1.23
H -6.05 2.04 -0.11
H -7.74 0.53 -2.18
H -8.00 0.57 -0.43
H -6.59 -0.26 -1.08
H -4.51 -0.75 0.07
H -4.54 0.92 0.55
H -3.82 -0.13 2.42
H -2.40 0.67 1.80
H -2.06 -1.62 2.79
H -1.36 -1.40 1.23
H -3.97 -2.88 1.83
H -2.44 -3.60 1.34
H -3.36 -2.63 0.19
H -1.76 -0.17 -3.00
H -2.82 -1.36 -2.34
H -0.46 -1.99 -2.22
H -1.28 -2.09 -0.71
H 0.51 -1.02 0.15
H -0.16 0.46 -0.49
H 1.95 -1.36 -1.77
H 2.17 0.27 -1.15
H 1.24 0.01 -2.63
*
```

For the strongest force on any atom, the calculation gives 0.047 Eh/bohr. The HOMO energy is -10.303 eV.

=====

Record 6
# C6H14N2O

The ion C6H14N2O with charge +2 (the ωB97M-V functional and the def2-TZVPD basis, the OMol25 dataset).

```
! RIJCOSX wB97M-V def2-TZVPD def2/J DEFGRID3
* xyz 2 1
C 0.68 0.64 -0.73
C 0.64 -1.28 0.95
C 1.99 -0.07 -0.37
C -2.20 0.50 1.27
C -2.31 -0.54 -1.08
C -1.77 0.44 -0.14
N -0.32 0.24 -0.14
N 3.24 0.69 -0.16
O 1.73 -0.63 0.82
H 0.50 1.47 -1.51
H 0.08 -1.23 1.87
H 0.47 -2.24 0.50
H 2.14 -0.66 -1.27
H -2.82 1.29 1.40
H -2.72 -0.35 1.68
H -1.30 0.58 1.85
H -2.07 -1.54 -0.83
H -1.81 -0.47 -2.07
H -3.37 -0.40 -1.25
H -1.85 1.42 -0.47
H 4.07 0.02 -0.15
H 3.28 1.02 0.80
H 3.70 1.10 -0.97
*
```

The relative energy (zero: lowest compared OMol25 entry of this formula, charge and spin) comes out at 1.111 eV. For the strongest force on any atom, the calculation gives 0.090 Eh/bohr. The HOMO energy is -18.905 eV.

=====

Record 7
# C3H14NO3S

A cluster of 4 separate species, C3H14NO3S in total (the ωB97M-V functional and the def2-TZVPD basis, the OMol25 dataset).

```
! RIJCOSX wB97M-V def2-TZVPD def2/J DEFGRID3
* xyz -1 1
C 0.43 1.12 1.72
C -0.49 -0.10 1.98
S 0.28 -1.74 1.64
C 0.16 1.89 0.41
N 1.43 1.90 -0.43
H 1.49 0.87 1.80
H 0.31 1.85 2.59
H -1.46 0.15 1.60
H -0.42 -0.16 3.07
H -0.37 2.82 0.48
H -0.45 1.13 -0.24
H 2.09 2.36 0.18
H 1.77 0.96 -0.47
H -0.04 -2.36 -1.89
H 0.79 -2.50 -0.57
O 0.86 -2.42 -1.57
H -1.77 -2.92 -0.15
H -1.76 -1.87 -1.45
O -1.82 -2.75 -1.10
H -0.34 -0.20 -2.49
H -0.21 1.31 -2.23
O -0.47 0.67 -2.90
*
```

The relative energy (zero: lowest compared OMol25 entry of this formula, charge and spin) comes out at 2.004 eV. For the strongest force on any atom, the calculation gives 0.094 Eh/bohr. The HOMO energy is -3.205 eV.

=====

Record 8
# C6H15I2N3Pd

A structure of composition C6H15I2N3Pd (the ωB97M-V functional and the def2-TZVPD basis, the OMol25 dataset).

```
! RIJCOSX wB97M-V def2-TZVPD def2/J DEFGRID3
* xyz 2 3
Pd 0.72 -1.46 -0.37
C 1.13 0.77 1.62
C 0.19 -0.30 2.19
N -0.70 -0.86 1.15
C -1.69 0.10 0.59
C -1.89 -0.13 -0.90
N -0.60 -0.32 -1.62
C 0.17 0.90 -1.97
C 0.83 1.54 -0.76
N 1.45 0.55 0.17
H 0.72 1.77 1.73
H 2.06 0.75 2.19
H 0.75 -1.13 2.61
H -0.40 0.14 3.00
H -1.19 -1.66 1.53
H -2.64 0.00 1.10
H -1.33 1.11 0.79
H -2.47 -1.05 -1.05
H -2.46 0.69 -1.34
H -0.80 -0.82 -2.49
H 0.93 0.58 -2.70
H -0.47 1.63 -2.46
H 1.59 2.24 -1.11
H 0.11 2.13 -0.20
H 2.46 0.60 0.06
I 2.89 -3.17 -0.68
I 0.67 -4.59 -1.07
*
```

As for the expectation value of S²: 2.01. The relative energy (zero: lowest compared OMol25 entry of this formula, charge and spin) comes out at 0.083 eV. For the strongest force on any atom, the calculation gives 0.005 Eh/bohr. The HOMO energy (spin up / spin down) is -16.081 / -16.516 eV.

=====

| no. | calculated total energy (Eh) |
| --- | --- |
| 1 | -195.21481 |
| 2 | -3145.89658 |
| 3 | -336.72318 |
| 4 | -249.55530 |
| 5 | -1735.52953 |
| 6 | -420.97891 |
| 7 | -801.36790 |
| 8 | -1124.55698 |